1.
39
Properties=species:S:1:pos:R:3:forces:R:3 method="wB97M-V/def2-TZVPD" homo_lumo_gap_ev=8.00 e_homo_ev=-7.5 max_force_ev_per_a=4.66 e_above_lowest_kcal_mol=59.45 total_charge=0
C -0.8299 -0.3341 -4.3481 1.62 2.08 2.49
C 0.3995 -0.4137 -3.3460 2.51 -0.60 -3.39
C 1.6481 -0.6854 -3.9903 -1.07 1.25 3.23
C 2.8762 -0.6056 -3.2879 1.93 -1.17 -2.18
O 4.1965 -0.7610 -3.8234 -2.91 0.01 -1.81
N 2.9426 -0.4744 -2.0466 -1.48 1.34 3.88
C 1.7735 -0.2004 -1.3754 0.39 0.44 1.78
C 1.8937 0.0958 0.0386 -0.79 -0.58 -0.07
C 0.7662 0.2088 0.8324 0.41 0.33 0.54
C -0.4765 0.1600 0.2548 -3.78 -0.40 -2.69
C -0.6761 0.0452 -1.1418 1.29 -0.17 2.14
C 0.4753 -0.1464 -1.9702 -0.44 -0.20 0.47
C -1.5689 0.4230 1.3380 -0.22 1.27 -0.99
C -1.9704 1.9012 1.1162 0.57 0.97 -0.60
C -2.8094 -0.5254 1.3923 -0.46 0.66 -2.71
C -0.7382 0.4902 2.6100 -1.42 -2.57 1.99
C -0.9859 -0.7491 3.5567 -0.60 0.91 0.18
N 0.5888 0.4205 2.2058 4.51 -0.26 -0.98
C 1.8055 0.2356 3.0706 -1.67 -2.84 0.52
H -0.6852 0.4931 -5.0765 0.22 -0.85 0.28
H -1.1179 -1.2476 -4.7786 -0.10 -1.17 -0.62
H -1.5972 0.0246 -3.6988 -1.17 0.07 0.08
H 1.6309 -0.9343 -4.9614 0.09 -0.67 -3.46
H 4.7534 -0.9244 -3.0739 0.28 0.03 0.87
H 2.8201 0.1537 0.5582 0.96 -0.09 -0.32
H -1.6466 -0.0080 -1.6154 -0.15 0.14 0.31
H -2.5960 2.2947 1.9234 -0.09 -0.21 -0.03
H -1.0570 2.6104 1.0559 -1.28 -1.33 0.05
H -2.5156 1.9800 0.1740 -0.02 0.23 -0.01
H -3.6004 -0.3535 0.5832 1.27 0.53 0.64
H -3.4216 -0.5114 2.2625 0.06 0.14 1.03
H -2.5359 -1.5276 1.1248 0.45 -0.73 0.47
H -0.9663 1.4246 3.1531 0.05 -0.38 0.09
H -0.5966 -1.7234 3.1422 -0.54 1.12 0.31
H -2.0675 -0.7855 3.8303 0.90 -0.34 -0.18
H -0.4541 -0.4752 4.4697 0.00 -0.55 0.13
H 1.6207 -0.1009 4.1816 -0.09 0.95 -2.25
H 2.3012 1.1496 3.0281 1.43 1.35 0.30
H 2.4212 -0.6237 2.6320 -0.66 1.32 0.47

2.
42
Properties=species:S:1:pos:R:3:forces:R:3 method="wB97M-V/def2-TZVPD" homo_lumo_gap_ev=9.26 e_homo_ev=-8.6 max_force_ev_per_a=0.87 e_above_lowest_kcal_mol=38.29 total_charge=0
C 5.1318 -0.7236 0.0347 0.03 0.02 0.02
O 3.9634 -1.5101 0.0035 -0.06 -0.14 0.05
C 2.7693 -0.7777 -0.0909 -0.19 0.05 0.18
C 2.4047 -0.0519 1.2192 0.64 -0.20 -0.18
N 1.0355 0.4209 1.1907 0.07 0.23 -0.09
C 0.8861 1.8180 1.1843 0.00 0.14 0.27
O 1.8305 2.5555 1.3784 0.25 0.26 -0.08
N -0.3719 2.2689 1.0129 -0.31 0.19 0.04
C -1.4203 1.4723 0.4247 -0.13 -0.32 -0.08
C -1.3730 1.4335 -1.0945 -0.10 0.12 0.03
C -0.1828 1.5796 -1.7936 0.02 0.04 0.07
C -0.1669 1.4928 -3.1753 0.07 -0.03 -0.06
C -1.3385 1.2553 -3.8719 0.01 -0.02 -0.10
C -2.5294 1.1095 -3.1801 -0.04 -0.02 -0.06
C -2.5475 1.2003 -1.8003 -0.02 0.01 0.01
C -1.2924 0.0612 0.9642 0.26 0.33 0.08
C -2.5719 -0.6295 1.0956 -0.20 -0.17 0.08
O -3.6384 -0.0936 0.8746 0.06 -0.07 0.01
O -2.5008 -1.9176 1.4895 0.27 0.17 -0.05
C -3.7493 -2.5812 1.6131 -0.42 -0.02 -0.01
C -0.0582 -0.4191 1.2642 -0.86 -0.11 -0.05
C 0.1526 -1.8288 1.7204 0.20 -0.17 0.02
H 5.2121 -0.1444 0.9600 0.03 0.01 -0.02
H 5.9667 -1.4189 -0.0264 0.05 0.10 0.01
H 5.1664 -0.0365 -0.8186 0.02 0.00 0.00
H 1.9976 -1.5122 -0.3367 -0.01 0.11 -0.03
H 2.8260 -0.0463 -0.9108 -0.06 -0.04 0.04
H 2.5927 -0.7092 2.0718 -0.03 0.06 -0.08
H 3.0242 0.8402 1.3413 -0.13 -0.26 0.05
H -0.4602 3.2729 0.9669 0.17 -0.09 0.02
H -2.3888 1.8794 0.7359 0.24 -0.09 -0.03
H 0.7395 1.7751 -1.2661 0.08 0.06 -0.01
H 0.7654 1.6122 -3.7078 0.07 0.01 -0.05
H -1.3238 1.1870 -4.9496 0.00 0.00 -0.09
H -3.4484 0.9282 -3.7177 -0.08 -0.01 -0.05
H -3.4725 1.0805 -1.2572 -0.10 0.00 0.05
H -3.5226 -3.5907 1.9468 0.00 0.04 -0.01
H -4.3836 -2.0687 2.3392 0.04 -0.08 -0.06
H -4.2669 -2.6012 0.6517 0.03 -0.03 0.10
H -0.4061 -1.9965 2.6393 0.06 -0.04 0.00
H -0.2434 -2.5183 0.9786 0.03 -0.04 0.04
H 1.1933 -2.0676 1.8960 0.07 0.01 0.01

3.
48
Properties=species:S:1:pos:R:3:forces:R:3 method="wB97M-V/def2-TZVPD" homo_lumo_gap_ev=6.31 e_homo_ev=-4.1 max_force_ev_per_a=0.52 e_above_lowest_kcal_mol=2.39 total_charge=-1
Pt -1.8587 0.8542 0.0642 -0.03 -0.08 0.22
S -7.7404 4.8971 1.1007 -0.02 0.01 0.02
C -6.3953 3.9619 0.8828 0.05 -0.01 -0.03
S -4.7967 4.4743 1.2810 -0.05 -0.08 -0.04
C -3.9503 3.0310 0.7787 -0.13 -0.13 -0.08
C -4.7205 2.0430 0.2795 0.09 0.16 0.10
S -4.0796 0.5165 -0.2701 0.04 0.06 0.01
S -6.4359 2.3706 0.2183 0.09 0.04 0.04
S -2.2155 2.9197 0.9196 -0.06 0.02 -0.03
C -1.6668 -4.1700 -1.7675 0.03 -0.01 0.01
C -0.9065 -2.9564 -2.3170 0.04 -0.02 -0.06
C 0.6062 -3.2070 -2.2942 0.02 -0.02 0.05
C -1.3781 -2.6180 -3.7369 0.01 -0.01 0.01
C -1.1950 -1.8061 -1.4521 -0.05 -0.14 0.30
N -1.4353 -0.9446 -0.7413 -0.08 0.12 -0.50
H -1.4211 -5.0442 -2.3728 -0.01 0.00 -0.01
H -2.7433 -4.0070 -1.8088 0.00 0.01 0.01
H -1.3863 -4.3696 -0.7339 0.01 0.00 0.00
H 0.8294 -4.0803 -2.9089 0.00 0.00 -0.01
H 0.9562 -3.3946 -1.2787 -0.01 0.00 0.00
H 1.1517 -2.3514 -2.6928 -0.01 0.01 0.00
H -1.1604 -3.4610 -4.3948 0.00 0.00 0.00
H -0.8641 -1.7357 -4.1179 0.01 0.00 -0.01
H -2.4506 -2.4257 -3.7560 0.00 0.00 0.00
C 1.4879 2.5185 3.1671 0.00 -0.01 -0.01
C 2.1564 2.5969 1.7998 -0.02 0.02 0.02
C 2.3445 1.2230 1.1288 -0.02 -0.01 0.00
C 2.9558 1.4121 -0.2715 0.00 -0.04 -0.03
C 3.1467 0.1035 -1.0313 -0.02 0.01 0.04
C 3.3156 0.4147 1.9667 -0.06 -0.09 0.01
O 4.4596 0.7753 2.1743 0.03 0.04 0.00
N 2.8299 -0.7510 2.4725 0.01 0.02 0.01
C 1.5465 -1.3078 2.2502 0.00 -0.02 -0.01
O 1.3341 -2.4004 2.7402 0.02 0.00 -0.03
N 0.6448 -0.6088 1.5086 0.04 0.17 -0.05
C 0.9788 0.5515 0.9913 -0.04 -0.34 0.01
O 0.1759 1.2277 0.2827 0.10 0.28 0.04
H 1.3553 3.5167 3.5851 0.01 0.00 0.01
H 2.0880 1.9389 3.8725 0.00 -0.01 0.00
H 0.5001 2.0589 3.0976 -0.01 0.01 0.00
H 3.1446 3.0539 1.8834 0.00 0.01 -0.01
H 1.5504 3.2060 1.1275 0.01 -0.01 -0.01
H 3.9147 1.9177 -0.1437 0.00 0.00 0.00
H 2.2896 2.0717 -0.8283 0.00 0.01 0.01
H 3.8260 -0.5686 -0.5021 0.00 -0.01 0.01
H 3.5673 0.2862 -2.0211 0.00 0.01 -0.01
H 2.1927 -0.4140 -1.1594 0.00 0.00 -0.01
H 3.4520 -1.3192 3.0282 0.02 0.02 0.00

4.
48
Properties=species:S:1:pos:R:3:forces:R:3 method="wB97M-V/def2-TZVPD" homo_lumo_gap_ev="5.05 / 5.05" e_homo_ev="-7.0 / -7.0" max_force_ev_per_a=2.21 e_above_lowest_kcal_mol=17.78 total_charge=0
V 0.1787 -0.2268 -0.6514 0.58 -2.11 0.29
Se 0.7898 -2.5133 -0.1046 -0.01 0.24 0.30
Se 0.5071 -3.9692 -1.9040 0.21 0.12 -0.42
Se -0.6737 -2.6116 -3.4136 -0.22 -0.47 0.28
Se 0.4225 -0.6187 -3.1069 0.21 0.32 -0.14
C -1.6747 -1.9703 2.7746 -0.09 -0.20 0.04
Si -0.8766 -0.3122 2.6529 -0.16 -0.01 -0.38
C -1.9795 1.0208 3.3177 -0.07 0.15 0.08
C 0.8223 -0.2484 3.3761 0.21 0.03 0.19
C 0.9049 -0.4433 4.7611 0.01 0.01 -0.05
C 2.1218 -0.4397 5.4229 -0.02 -0.01 -0.02
C 3.2867 -0.2368 4.6979 -0.01 0.01 -0.04
C 3.2179 -0.0368 3.3272 0.01 -0.02 0.01
C 1.9991 -0.0392 2.6376 0.00 -0.09 0.08
Si 2.1490 0.3552 0.7949 -0.27 -0.23 0.01
C 2.5096 2.1965 0.7669 -0.13 0.19 -0.10
C 3.6482 -0.5288 0.1080 0.23 0.04 -0.01
H -2.1124 -2.1275 3.7638 0.01 -0.01 -0.02
H -0.9480 -2.7590 2.5807 -0.03 -0.03 -0.01
H -2.4692 -2.0514 2.0294 -0.01 -0.01 0.02
H -2.1382 0.9063 4.3931 -0.01 0.01 -0.03
H -2.9554 0.9839 2.8275 0.00 0.01 0.02
H -1.5406 2.0059 3.1449 -0.02 0.00 0.03
H -0.0033 -0.6042 5.3371 0.04 0.00 -0.01
H 2.1614 -0.5962 6.4934 0.00 0.00 0.00
H 4.2470 -0.2354 5.1985 -0.01 0.00 -0.01
H 4.1420 0.1222 2.7793 -0.01 -0.02 0.03
H 3.3124 2.4020 1.4804 -0.01 -0.01 -0.01
H 1.6353 2.7783 1.0741 0.04 0.01 0.00
H 2.8311 2.5481 -0.2165 0.01 0.00 0.09
H 4.5715 -0.0048 0.3770 -0.02 -0.02 -0.03
H 3.5965 -0.5951 -0.9810 0.02 -0.02 0.00
H 3.6905 -1.5464 0.4964 0.01 -0.01 -0.05
Se -1.3220 2.4474 -0.6313 -0.25 0.35 -0.07
N 0.1903 1.6708 -1.2328 -0.11 1.53 -0.55
C 0.8002 2.5356 -2.0345 0.03 -0.11 0.10
C 2.0384 2.3098 -2.7041 -0.04 0.01 -0.01
C 2.5371 3.3050 -3.4743 0.00 0.05 -0.05
C 1.8651 4.5660 -3.6266 0.09 -0.01 -0.03
C 0.6906 4.8182 -3.0105 -0.07 -0.05 0.04
C 0.1158 3.7966 -2.1869 0.08 0.06 -0.03
N -1.0162 3.9227 -1.5219 0.10 0.05 0.01
H 2.5544 1.3672 -2.5857 -0.02 -0.04 -0.01
H 3.4718 3.1466 -3.9962 0.01 0.04 0.01
H 2.3211 5.3318 -4.2400 0.02 -0.05 -0.03
H 0.1757 5.7627 -3.1157 -0.03 -0.01 0.03
O -1.5265 -0.2655 -0.0607 -0.60 0.36 0.38
N -0.6003 0.0530 0.9382 0.28 -0.05 0.08

5.
44
Properties=species:S:1:pos:R:3:forces:R:3 method="wB97M-V/def2-TZVPD" homo_lumo_gap_ev=9.30 e_homo_ev=-8.8 max_force_ev_per_a=1.37 e_above_lowest_kcal_mol=20.58 total_charge=0
C 3.1615 -0.8630 -0.0539 0.16 -0.10 -0.01
C 4.0203 -1.8380 -0.8516 -0.15 0.14 -0.16
C 3.2717 -2.5345 -1.9893 0.17 -0.14 0.18
C 2.2842 -3.6099 -1.5194 0.12 0.06 -0.01
C 1.1006 -3.0855 -0.7275 0.22 -0.28 -0.38
O 0.8535 -3.4414 0.4011 -0.05 -0.02 0.31
N 0.3397 -2.1975 -1.4408 0.04 0.10 -0.42
C -0.7435 -1.4337 -1.0170 -0.30 0.23 0.23
C -1.2682 -0.4962 -1.9112 0.00 -0.02 0.09
C -2.3171 0.3176 -1.5325 -0.02 -0.08 -0.05
C -2.8359 0.1966 -0.2588 -0.52 0.13 0.09
S -4.1394 1.2949 0.2412 -0.10 0.50 -0.22
O -4.4679 1.0966 1.6182 0.38 -0.18 0.04
O -5.2026 1.2897 -0.7179 0.17 0.07 -0.24
N -3.4149 2.8243 0.0372 -0.66 -0.90 -0.24
C -2.3284 3.1576 0.7871 1.14 0.38 0.65
N -2.0757 4.4490 0.9840 -0.58 0.02 -0.36
C -0.9956 4.7288 1.6957 0.18 -0.15 0.10
C -0.1637 3.7501 2.2091 -0.12 -0.07 -0.10
C -0.5084 2.4268 1.9315 0.07 0.37 0.03
C 0.3029 1.2723 2.4174 0.01 0.01 0.03
N -1.5886 2.1425 1.2189 0.03 0.06 0.19
C -2.3482 -0.7402 0.6297 -0.13 0.03 -0.13
C -1.3023 -1.5618 0.2557 -0.01 -0.14 0.09
H 2.6879 -0.1357 -0.7114 -0.07 0.10 -0.05
H 3.7808 -0.3235 0.6590 -0.01 0.09 0.10
H 2.3886 -1.3831 0.5033 -0.11 0.04 0.12
H 4.4307 -2.5919 -0.1776 0.10 -0.04 -0.01
H 4.8608 -1.2903 -1.2853 0.05 -0.06 0.05
H 2.7627 -1.7796 -2.5944 0.03 0.02 -0.11
H 4.0046 -3.0248 -2.6347 -0.08 0.04 -0.07
H 2.8054 -4.3279 -0.8847 -0.12 0.00 -0.01
H 1.8961 -4.1457 -2.3900 -0.02 -0.06 0.02
H 0.6409 -2.0086 -2.3870 0.02 -0.07 0.19
H -0.8440 -0.4054 -2.9014 0.03 0.02 -0.10
H -2.7351 1.0475 -2.2067 0.03 0.09 -0.16
H -4.0170 3.5857 -0.2362 -0.25 -0.10 -0.07
H -0.8034 5.7827 1.8515 0.10 0.04 0.06
H 0.7098 3.9950 2.7902 0.09 0.04 0.05
H 1.3651 1.5003 2.3711 0.09 -0.03 0.03
H 0.0438 1.0620 3.4544 0.02 -0.06 0.10
H 0.0806 0.3910 1.8229 0.04 -0.05 -0.02
H -2.7870 -0.7973 1.6122 0.03 -0.05 0.17
H -0.9053 -2.2954 0.9377 -0.03 0.01 0.00

Copy entry 4 word for word.
48
Properties=species:S:1:pos:R:3:forces:R:3 method="wB97M-V/def2-TZVPD" homo_lumo_gap_ev="5.05 / 5.05" e_homo_ev="-7.0 / -7.0" max_force_ev_per_a=2.21 e_above_lowest_kcal_mol=17.78 total_charge=0
V 0.1787 -0.2268 -0.6514 0.58 -2.11 0.29
Se 0.7898 -2.5133 -0.1046 -0.01 0.24 0.30
Se 0.5071 -3.9692 -1.9040 0.21 0.12 -0.42
Se -0.6737 -2.6116 -3.4136 -0.22 -0.47 0.28
Se 0.4225 -0.6187 -3.1069 0.21 0.32 -0.14
C -1.6747 -1.9703 2.7746 -0.09 -0.20 0.04
Si -0.8766 -0.3122 2.6529 -0.16 -0.01 -0.38
C -1.9795 1.0208 3.3177 -0.07 0.15 0.08
C 0.8223 -0.2484 3.3761 0.21 0.03 0.19
C 0.9049 -0.4433 4.7611 0.01 0.01 -0.05
C 2.1218 -0.4397 5.4229 -0.02 -0.01 -0.02
C 3.2867 -0.2368 4.6979 -0.01 0.01 -0.04
C 3.2179 -0.0368 3.3272 0.01 -0.02 0.01
C 1.9991 -0.0392 2.6376 0.00 -0.09 0.08
Si 2.1490 0.3552 0.7949 -0.27 -0.23 0.01
C 2.5096 2.1965 0.7669 -0.13 0.19 -0.10
C 3.6482 -0.5288 0.1080 0.23 0.04 -0.01
H -2.1124 -2.1275 3.7638 0.01 -0.01 -0.02
H -0.9480 -2.7590 2.5807 -0.03 -0.03 -0.01
H -2.4692 -2.0514 2.0294 -0.01 -0.01 0.02
H -2.1382 0.9063 4.3931 -0.01 0.01 -0.03
H -2.9554 0.9839 2.8275 0.00 0.01 0.02
H -1.5406 2.0059 3.1449 -0.02 0.00 0.03
H -0.0033 -0.6042 5.3371 0.04 0.00 -0.01
H 2.1614 -0.5962 6.4934 0.00 0.00 0.00
H 4.2470 -0.2354 5.1985 -0.01 0.00 -0.01
H 4.1420 0.1222 2.7793 -0.01 -0.02 0.03
H 3.3124 2.4020 1.4804 -0.01 -0.01 -0.01
H 1.6353 2.7783 1.0741 0.04 0.01 0.00
H 2.8311 2.5481 -0.2165 0.01 0.00 0.09
H 4.5715 -0.0048 0.3770 -0.02 -0.02 -0.03
H 3.5965 -0.5951 -0.9810 0.02 -0.02 0.00
H 3.6905 -1.5464 0.4964 0.01 -0.01 -0.05
Se -1.3220 2.4474 -0.6313 -0.25 0.35 -0.07
N 0.1903 1.6708 -1.2328 -0.11 1.53 -0.55
C 0.8002 2.5356 -2.0345 0.03 -0.11 0.10
C 2.0384 2.3098 -2.7041 -0.04 0.01 -0.01
C 2.5371 3.3050 -3.4743 0.00 0.05 -0.05
C 1.8651 4.5660 -3.6266 0.09 -0.01 -0.03
C 0.6906 4.8182 -3.0105 -0.07 -0.05 0.04
C 0.1158 3.7966 -2.1869 0.08 0.06 -0.03
N -1.0162 3.9227 -1.5219 0.10 0.05 0.01
H 2.5544 1.3672 -2.5857 -0.02 -0.04 -0.01
H 3.4718 3.1466 -3.9962 0.01 0.04 0.01
H 2.3211 5.3318 -4.2400 0.02 -0.05 -0.03
H 0.1757 5.7627 -3.1157 -0.03 -0.01 0.03
O -1.5265 -0.2655 -0.0607 -0.60 0.36 0.38
N -0.6003 0.0530 0.9382 0.28 -0.05 0.08